No. 1
This record from OMol25 describes an isolated molecule of C4H8O2. The level of theory is ωB97M-V/def2-TZVPD.

```
14
C4H8O2 | OMol25 | ωB97M-V/def2-TZVPD
H -0.62107 -1.65621 -0.13829
C 0.92702 0.53942 0.19554
H 1.02571 0.53904 1.28756
H -0.37010 2.27594 0.02292
C 1.13396 -0.87903 -0.35141
C -2.01045 -0.41948 0.26951
O 0.28185 -1.85277 0.19649
H -2.77473 -0.61549 1.05302
H -0.65127 1.02819 -1.22823
H 1.05203 -0.84874 -1.45144
H 1.73115 1.17518 -0.19980
C -0.38989 1.20219 -0.17979
O -1.48972 0.70588 0.63662
H 2.15551 -1.19412 -0.11270
```

Calculated values
2S+1: 1
energy above the lowest of the compared OMol25 structures with the same formula, charge and spin: 89.24 kcal/mol
calculated total energy: -8369.4120 eV
HOMO-LUMO gap: 0.348 Eh


No. 2
This record from OMol25 describes an isolated molecule of C26H31N7O5S2 in a non-equilibrium geometry. The level of theory is ωB97M-V/def2-TZVPD.

```
71
C26H31N7O5S2 | OMol25 | ωB97M-V/def2-TZVPD
H -0.49687 0.26199 -2.11462
H 0.01072 1.10712 2.95544
C 3.93637 -3.05575 -0.13749
H 2.84240 3.82668 -0.23691
H 1.03706 2.85606 3.38554
C 5.93429 -1.76194 0.27617
C 5.16367 -2.88793 0.49148
H 0.79311 4.47972 1.11203
C 0.99004 -1.07743 0.26138
N 1.08899 -1.98360 -0.72894
C -4.07610 -2.98011 0.39114
S 0.12269 2.85828 -1.21282
C -1.26931 1.78622 -0.85761
O -0.34290 4.21478 -1.25143
H -4.29473 1.77130 0.64748
C 0.73343 3.39849 1.29576
H -0.31196 3.14958 1.48575
C 4.27446 -0.92259 -1.21077
H -4.19057 -3.21942 -0.66271
H -2.54843 -1.18146 -1.85429
C 2.15675 -2.15392 -1.68148
N 0.26676 0.47595 2.20626
H -2.27792 3.23484 0.34094
H -5.27744 -2.12749 2.70033
H -3.90184 -1.05987 2.32887
C 3.12441 -4.29169 0.10543
S -5.05167 -0.71666 -0.50966
N -4.94418 -1.86167 0.67298
C 3.36163 2.07301 0.96280
C 3.49492 -2.05061 -0.99943
C -1.32334 0.55524 -1.48630
C -3.44156 1.44340 0.07558
C 1.47598 0.62769 1.59687
H 2.00330 -3.13015 -2.14842
C -0.73444 -0.45420 1.87819
H -5.57753 -0.49848 2.06463
H 5.52098 -3.65590 1.16249
O 0.82256 2.33026 -2.34568
C -2.45390 -0.23580 -1.34506
H 2.72098 2.29314 -1.11883
N 1.88280 -0.14504 0.64224
C -2.32080 2.24353 -0.08245
O -6.07536 0.21078 -0.12543
H 2.15902 -4.05181 0.54862
H 3.82508 1.16226 0.59126
H 4.13725 2.73787 1.34143
C 5.50068 -0.76097 -0.58400
N -0.02659 -2.72185 -0.75791
H -3.02556 -2.76149 0.60652
C -4.90968 -1.35502 2.02452
C 2.55878 2.76884 -0.15357
H 2.93531 -4.81994 -0.82863
C 6.34741 0.44942 -0.83693
H 3.64879 -4.96506 0.77840
H 2.06847 -1.37501 -2.44635
N 1.13799 2.65635 0.12149
H 2.36311 3.76438 2.68594
C -0.27482 -1.31060 0.82422
H 6.88484 -1.65866 0.77938
H 2.95217 1.33009 2.95514
C -3.50037 0.22007 -0.56533
H -4.39764 -3.83329 0.98881
N -0.83564 -2.34035 0.14658
H 6.75826 0.83432 0.09444
H 3.91354 -0.15318 -1.87838
O -5.17377 -1.39222 -1.76702
H 7.18379 0.18816 -1.48538
H 5.77264 1.23460 -1.32115
O -1.79492 -0.42449 2.46258
C 2.39453 1.71294 2.09356
C 1.62897 2.98534 2.47851
```

Calculated values
structure (SMILES): Cc1ccc(C)c(Cn2nnc3c(=O)[nH]c(C4CCN(S(=O)(=O)c5ccc(S(=O)(=O)N(C)C)cc5)CC4)nc32)c1
2S+1: 1
calculated total energy: -69803.6503 eV
HOMO-LUMO gap: 0.338 Eh


No. 3
This record from OMol25 describes FH10O5Y as an isolated structure in a non-equilibrium geometry. The level of theory is ωB97M-V/def2-TZVPD.

```
17
FH10O5Y | OMol25 | ωB97M-V/def2-TZVPD
H 1.89218 2.59562 -1.39210
O -1.49597 -1.92427 -1.51628
H -2.08584 -1.27431 -1.94066
H -0.61969 0.82731 3.06302
Y 1.55431 0.60376 0.96232
H 1.45797 -1.81863 2.65740
H -0.70451 0.81063 -1.34569
O -1.34686 1.39936 -1.76651
O 1.61890 -1.60901 1.72107
H 1.78881 1.14064 -1.83691
F 0.19091 -0.19594 -0.50522
H -0.91054 -1.40006 -0.99926
O -0.66925 0.33322 2.24101
H -2.17609 1.01568 -1.59878
H -1.58106 -0.00588 2.13442
H 0.99627 -2.18044 1.24551
O 2.09046 1.68231 -1.12334
```

Calculated values
net charge: +2
2S+1: 1
calculated total energy: -14145.1675 eV
HOMO-LUMO gap: 0.233 Eh


No. 4
This record from OMol25 describes a 13-piece molecular cluster, C42H119N17O14 overall in a non-equilibrium geometry. The level of theory is ωB97M-V/def2-TZVPD.

```
192
C42H119N17O14 | OMol25 | ωB97M-V/def2-TZVPD
H 2.79469 8.73907 -0.13783
C -3.00452 -4.62030 -9.14422
C -5.24069 6.29786 4.59575
O -0.69151 1.50904 -7.37861
H -4.80522 8.10376 5.81797
H 6.91950 8.92186 -0.56483
O -0.65722 -2.98915 8.08442
H -1.97212 4.33613 -8.78678
N 4.65226 9.82191 -1.56513
C -6.43454 -6.23999 4.91236
H -4.34230 6.07167 2.70164
H 4.75018 7.90619 -0.89188
H -6.17864 7.64813 3.38880
H 10.32789 2.10974 -0.96010
H 7.87107 2.84841 -1.69393
H -2.67736 -3.18924 -7.79137
C 0.97081 1.84787 -2.18270
H 6.53319 8.59493 1.06616
H 2.60537 -5.36103 4.09355
H 2.95579 -7.43734 -6.44226
H -5.64167 5.60065 5.33141
N -6.05769 -2.31439 -0.79755
H 0.15188 -2.64687 -0.46612
H -5.25223 4.66176 3.14965
H 4.58519 -7.59307 -3.67274
H -7.53568 -6.98502 -8.26935
H 2.43691 -7.95040 5.08669
H -2.81639 -4.16360 -6.66795
H 4.29059 -8.06041 5.02084
H 0.21029 2.39291 -1.62357
H -0.61691 -2.75431 10.14493
C -4.84782 -5.44985 -7.56729
C -6.73378 -1.30538 -1.28211
H 4.16644 -7.41938 2.64631
O 1.97126 -6.19830 -4.63617
C 1.33180 -0.38713 -1.42126
O 1.80438 0.99006 -1.39805
H -2.30326 -5.26540 -8.61490
N -6.02852 -0.60366 -2.19949
H -5.10605 -2.63399 -0.90860
H 2.63771 -2.76049 10.03744
C 4.81326 8.89579 -0.43934
H -5.21757 -7.17229 3.32494
H 0.10997 0.87455 0.65179
H -8.75576 -4.77209 4.27488
N 4.61307 1.06504 5.54993
C -4.57534 5.41986 3.54362
O 0.76379 9.24447 -9.16365
O 3.82216 8.10415 1.59403
N 2.04764 10.39940 -7.74009
H 4.90534 1.40345 4.64431
H -6.84695 3.99225 -3.86167
N 0.94888 8.70516 -6.97215
C -4.37987 5.10280 -5.64463
H -4.70562 4.10404 -7.56107
C -1.63663 -2.07054 7.63134
H 7.11818 0.60482 -1.31321
N -0.48385 -2.00028 -0.91093
H 8.48333 0.33083 -0.14249
H -5.20429 -1.06278 -2.55998
H 2.22021 -10.34767 5.29277
C 9.63914 2.79111 -0.46066
H -3.70781 5.05155 4.09120
H -5.50199 4.86873 -3.36204
C 2.65150 7.73427 2.36798
H -0.08751 -5.41740 8.88667
H 4.04246 -10.71624 5.21401
H -2.38228 -1.89325 8.40637
H 1.34442 -7.10163 2.92505
H 0.41145 1.32614 -2.95924
N -6.40811 6.93731 4.06863
H 9.36662 -1.46733 -3.23788
H 2.73079 -4.29873 10.51252
O 8.93684 0.34672 -2.20012
H 2.17194 8.64726 2.72092
H 0.45322 -0.08569 -6.83355
H 1.11241 -5.97034 10.16876
H -0.19794 3.53389 -7.64353
H 1.67603 2.50399 -2.69285
H 7.08010 3.54090 0.19001
C 0.51574 -5.15673 9.75629
H -2.11620 -2.48116 6.74280
N 2.10701 -3.50578 10.46523
H 2.34516 11.04092 -8.46123
H 2.88673 -11.31231 4.01981
H 6.68994 1.82896 4.92422
H -1.36086 0.00077 0.79118
H -4.12255 -7.81625 6.08348
H -0.12355 -5.04654 10.63223
C 3.40852 -7.11402 3.36769
C -6.20944 4.81339 -4.18941
C 3.33708 -8.12093 4.49619
H -3.62762 -8.46053 4.52279
C 3.11692 -10.48238 4.68789
C 0.07460 -2.71498 9.30328
N 7.34760 2.56971 0.26302
H -2.14017 8.24237 6.55235
H 6.46194 2.17887 -0.02501
N 3.62641 -7.21743 -5.71976
H -0.23608 -2.29081 -1.84597
C 3.60667 -5.68475 3.80950
C 8.23418 2.33578 -0.80316
H -5.17655 -8.90930 5.04312
C 8.16247 0.80243 -1.07133
N -3.39271 -3.48267 -7.14155
C -6.49896 -7.20413 -8.01379
H 7.74716 -1.39185 -2.67946
H 1.78694 -3.92149 8.50647
H -6.70439 -7.21663 -6.94339
H -1.85404 6.72182 7.29919
C -5.07556 -6.82469 4.34822
C 5.59062 0.80442 6.33153
H -3.76699 5.44887 -7.72452
H 6.33929 10.20820 0.48789
H -6.58610 -2.84479 -0.11964
H -4.51153 6.18481 -5.64083
H 7.58934 1.12108 6.18581
C -2.65821 7.37071 6.95227
H 9.01162 -1.69498 -1.55922
H -6.17606 -8.13495 -8.48006
H -3.58782 4.95391 -4.91074
H -3.31082 7.60582 7.79306
C 3.64769 8.95679 0.50489
H 9.89297 2.70968 0.59625
N 2.23660 -7.21721 2.46594
H 1.38244 -0.73745 -2.45219
O 5.51517 0.17425 7.38088
C 0.56944 0.92107 -7.23483
H -3.80389 8.01904 4.41636
H 2.43617 10.49110 -6.81233
N 6.68186 1.27979 5.77183
O 3.26719 -9.35097 3.76235
H 4.20510 -5.56816 4.71304
H -2.43999 -3.77592 -9.53971
H 4.41715 -7.84223 -5.65297
H -0.29350 2.57632 -9.16130
H -6.81229 5.71852 -4.26306
N -2.74593 3.75390 -6.88812
H 5.50132 9.74011 -2.10598
C -0.71977 2.73526 -8.17078
C 8.75856 -1.07791 -2.42136
H -3.82544 -5.32920 5.09548
O -3.22105 6.72418 5.88398
C 1.16882 -3.87891 9.40325
H -3.49885 -5.11796 -9.97852
H 0.34736 7.90220 -7.08846
N -3.99883 -5.84647 4.24550
H 1.04006 0.79019 -8.20925
H 0.43474 -1.68622 9.31142
H -7.86680 -3.33751 4.17439
H 3.72372 0.62704 5.74311
C -0.29659 -0.13542 0.59916
H 3.15341 -7.11147 -2.69494
C -2.17318 3.41260 -8.24386
N 3.70037 -7.12338 -3.54393
O -5.80753 -6.03990 -8.47489
O -6.74188 -5.14304 4.17442
H -2.85790 2.72125 -8.73507
C -0.07783 -0.61609 -0.81743
H 1.39588 8.99964 -6.11566
H 9.74526 3.78579 -0.89361
H -7.28170 -6.90933 4.76273
C 1.17815 9.44015 -8.03610
H -6.49470 0.15858 -2.67042
C -4.15156 -4.22744 -8.15606
C -4.25329 7.40108 5.19370
C 3.03800 -6.81346 -4.63574
O -5.54553 4.37946 -5.34846
H 1.26984 1.42276 -6.56710
H -5.36978 -5.09388 -6.67906
C -3.93121 4.64013 -7.01243
H 4.69294 10.78352 -1.25895
H -6.28186 -5.87940 5.92960
O -7.89094 -1.07085 -0.97987
C -4.47735 -8.07420 5.08564
H 4.02203 -5.09472 2.99253
H -4.90410 -3.64087 -8.68305
H 2.09445 -0.97746 -0.91335
H 3.48400 9.96336 0.88978
H -1.23856 -1.07412 7.43957
H -2.95545 2.93340 -6.33768
H 3.00689 7.27943 3.29261
H -6.85992 7.49378 4.78019
H 2.16650 -8.18878 2.19903
H -7.74115 -4.25980 5.74165
H 0.25307 -0.76275 1.30090
C 6.18752 9.16657 0.20486
H -0.75767 -0.09367 -1.49049
H -4.26025 -5.15780 3.55448
H -4.18722 -6.23609 -7.20187
C -7.84377 -4.31415 4.65786
H 1.84887 7.27539 1.79063
```

Calculated values
2S+1: 1
energy above the lowest of the compared OMol25 structures with the same formula, charge and spin: 200.86 kcal/mol
calculated total energy: -99472.0855 eV
HOMO-LUMO gap: 0.318 Eh


No. 5
This record from OMol25 describes an isolated ion of composition C9H17N2O4 and charge +1 in a non-equilibrium geometry. The level of theory is ωB97M-V/def2-TZVPD.

```
32
C9H17N2O4 | OMol25 | ωB97M-V/def2-TZVPD
H 0.51294 -2.18402 -1.42054
C 2.39466 1.77149 -0.26004
H -1.98880 1.15982 1.03269
H -0.67775 0.63225 -0.73219
H 3.41422 1.53731 2.49642
H 3.40067 1.76837 -0.46619
C -0.74014 -0.29436 -1.09907
O 1.41311 -0.98440 -0.12427
O -0.56358 -2.48049 0.79457
N -1.64433 0.83567 1.92683
C -0.68608 -0.12270 -2.64362
C -1.47169 -0.40701 1.95869
H -0.72937 -3.34307 1.06173
O -2.92705 -0.00953 -0.48336
H 1.76114 1.14126 3.09338
H -2.27944 -1.76911 -1.13250
N 2.18438 0.94170 0.93272
H 0.80843 0.20433 -3.73342
H 2.26551 2.76823 -0.14224
H -3.68809 -0.04983 0.04553
C 2.28116 1.67285 2.23393
H -0.65102 -1.00109 -3.22257
H -1.42397 0.47045 -2.99258
H -2.49838 -1.94086 1.42816
C -1.97129 -0.97545 -0.53109
H 1.89854 1.30559 -1.02737
C 0.42640 -1.19621 -0.85294
H -1.18451 -0.88519 2.93215
C -1.66956 -1.55873 0.86256
O 0.57979 0.44630 -2.80759
H 1.91421 2.70958 1.95392
C 1.53988 -0.16315 0.91831
```

Calculated values
net charge: +1
2S+1: 1
energy above the lowest of the compared OMol25 structures with the same formula, charge and spin: 54.86 kcal/mol
calculated total energy: -20765.5678 eV
HOMO-LUMO gap: 0.313 Eh